Entry 1:
Here is one molecule with the formula ClH4N2OP in a non-equilibrium geometry from the Open Molecules 2025 dataset. Energies are from ωB97M-V/def2-TZVPD.

Its gap between HOMO and LUMO is 9.4 eV. The energy above the lowest of the compared OMol25 structures with the same formula, charge and spin comes out at 3.3169 eV. The spin multiplicity is 1. The SMILES is NP(O)NCl. The LUMO energy comes out at 0.44 eV. The calculation puts the HOMO energy at -8.9 eV. As for the strongest force on any atom: 0.0720 Eh/bohr.

Geometry as XYZ:
```
9
Properties=species:S:1:pos:R:3:lowdin_charge:R:1
N -0.45 1.23 -0.47 -0.2370
P -0.19 -0.38 -0.80 0.6803
O -1.23 -0.84 0.43 -0.3934
N 1.35 -0.71 0.15 -0.7028
Cl 2.37 0.73 0.16 0.4266
H -0.66 1.62 -1.41 0.0311
H -1.19 1.48 0.18 0.0536
H -1.18 -1.84 0.75 0.1110
H 1.17 -1.29 1.01 0.0306
```

***

Entry 2:
Here is C9H20Br4NNi as an isolated structure in a non-equilibrium geometry from the Open Molecules 2025 dataset. Energies are from ωB97M-V/def2-TZVPD.

Its gap between HOMO and LUMO (spin up / spin down) is 3.1 / 6.4 eV. The spin multiplicity is 4. The LUMO energy (spin up / spin down) comes out at 3.94 / 3.93 eV. The calculation puts the HOMO energy (spin up / spin down) at 0.8 / -2.5 eV. As for the strongest force on any atom: 0.0626 Eh/bohr. Its charge is -2.

Geometry as XYZ:
```
35
Properties=species:S:1:pos:R:3:mulliken_spin:R:1
Ni -11.47 11.78 -11.64 1.7805
C -14.34 12.60 -14.14 0.0150
C -15.67 13.10 -13.71 -0.0070
C -16.68 13.43 -14.80 0.0288
C -18.09 13.50 -14.42 0.2600
N -19.03 13.48 -15.60 -4.8680
C -20.47 14.07 -15.25 2.1146
C -20.46 15.58 -15.45 0.4491
C -19.14 15.94 -16.21 0.6848
C -18.71 14.48 -16.81 1.4793
C -19.05 12.05 -16.13 1.3282
H -13.70 12.81 -13.28 -0.0035
H -13.93 13.01 -15.06 0.0007
H -14.32 11.53 -14.34 -0.0009
H -15.67 13.95 -13.04 -0.0050
H -16.05 12.42 -12.94 -0.0148
H -16.57 12.91 -15.75 0.1395
H -16.47 14.48 -15.00 -0.0068
H -18.28 14.42 -13.88 0.4307
H -18.40 12.69 -13.75 0.1438
H -21.27 13.44 -15.63 -0.0447
H -20.65 13.84 -14.20 0.4872
H -21.30 15.95 -16.04 -0.8203
H -20.38 16.16 -14.53 -0.1991
H -19.40 16.71 -16.95 -0.6629
H -18.43 16.28 -15.46 0.1799
H -19.25 14.17 -17.70 -0.4069
H -17.68 14.40 -17.13 0.2427
H -19.76 11.94 -16.94 -0.5530
H -19.39 11.48 -15.27 0.3106
H -18.05 11.79 -16.48 0.2988
Br -13.16 9.98 -11.72 0.0716
Br -9.68 11.07 -10.05 0.0634
Br -10.64 11.95 -14.09 0.0312
Br -12.40 13.96 -10.78 0.0524
```

***

Entry 3:
Here is C32H26N5PPd as an isolated structure from the Open Molecules 2025 dataset. Energies are from ωB97M-V/def2-TZVPD.

Its gap between HOMO and LUMO (spin up / spin down) is 8.0 / 4.0 eV. The spin multiplicity is 5. The LUMO energy (spin up / spin down) comes out at -11.64 / -15.58 eV. The calculation puts the HOMO energy (spin up / spin down) at -19.6 / -19.6 eV. As for the strongest force on any atom: 0.0108 Eh/bohr. Its charge is +4.

Geometry as XYZ:
```
65
Properties=species:S:1:pos:R:3:mulliken_spin:R:1
Pd -0.04 -0.53 -0.19 1.3002
C -0.15 -0.40 4.33 0.0102
C 1.19 -0.27 4.64 0.0009
C 2.12 -0.19 3.61 0.0009
C 1.69 -0.24 2.29 0.0230
N 0.38 -0.39 2.00 0.1640
C -0.51 -0.46 2.99 0.0025
C 2.61 -0.11 1.14 0.0047
C 3.99 -0.05 1.25 0.0049
C 4.75 0.09 0.09 0.0129
C 4.12 0.18 -1.15 0.0002
C 2.74 0.12 -1.20 0.0095
N 2.03 -0.04 -0.07 0.1286
C 1.93 0.27 -2.43 0.0363
C 2.49 0.58 -3.66 0.0090
C 1.66 0.84 -4.74 -0.0031
C 0.28 0.82 -4.56 0.0050
C -0.20 0.47 -3.31 -0.0098
N 0.59 0.19 -2.27 0.1750
H -0.91 -0.45 5.10 -0.0001
H 1.52 -0.22 5.67 0.0004
H 3.17 -0.07 3.84 -0.0007
H -1.55 -0.56 2.71 -0.0107
H 4.49 -0.11 2.21 0.0003
H 5.83 0.15 0.15 0.0002
H 4.71 0.30 -2.04 -0.0005
H 3.56 0.63 -3.78 -0.0007
H 2.08 1.09 -5.70 0.0004
H -0.40 1.05 -5.36 0.0000
H -1.27 0.43 -3.13 0.0013
N -3.23 -0.69 -0.61 0.2811
P -2.20 -1.97 0.08 0.2625
C -3.32 -3.30 0.40 0.1027
C -3.71 -4.17 -0.65 0.0258
C -4.63 -5.16 -0.37 0.0012
C -5.13 -5.32 0.92 0.0254
C -4.72 -4.48 1.95 0.0072
C -3.81 -3.47 1.70 0.0241
C -1.12 -2.45 -1.26 0.1977
C -1.41 -2.35 -2.65 0.0572
C -0.67 -3.06 -3.56 0.0066
C 0.40 -3.84 -3.12 0.1461
C 0.73 -3.94 -1.76 0.0410
C -0.02 -3.27 -0.84 0.0366
C -2.96 0.62 -0.56 0.1486
C -3.99 1.59 -0.79 0.1582
C -3.70 2.93 -0.64 -0.0185
C -2.41 3.29 -0.28 0.2274
C -1.42 2.27 -0.11 0.1717
N -1.67 0.99 -0.25 0.1975
H -4.19 -0.95 -0.81 -0.0118
H -3.30 -4.07 -1.64 0.0071
H -4.95 -5.83 -1.16 0.0030
H -5.83 -6.11 1.12 0.0002
H -5.11 -4.62 2.95 0.0004
H -3.49 -2.81 2.50 0.0021
H -2.25 -1.75 -2.98 0.0015
H -0.92 -3.02 -4.61 0.0036
H 0.98 -4.40 -3.85 -0.0061
H 1.55 -4.57 -1.45 0.0017
H 0.18 -3.40 0.22 0.0100
H -4.98 1.25 -1.05 0.0005
H -4.47 3.68 -0.79 0.0074
H -2.12 4.32 -0.13 -0.0004
H -0.40 2.55 0.13 0.0161
```

***

Entry 4:
Here is C26H42ClN4O4Ti as an isolated structure in a non-equilibrium geometry from the Open Molecules 2025 dataset. Energies are from ωB97M-V/def2-TZVPD.

Its gap between HOMO and LUMO (spin up / spin down) is 5.6 / 5.6 eV. The energy above the lowest of the compared OMol25 structures with the same formula, charge and spin comes out at 1.3291 eV. The spin multiplicity is 2. The LUMO energy (spin up / spin down) comes out at -0.33 / -0.33 eV. The calculation puts the HOMO energy (spin up / spin down) at -6.0 / -6.0 eV. As for the strongest force on any atom: 0.0599 Eh/bohr.

Geometry as XYZ:
```
78
Properties=species:S:1:pos:R:3:mulliken_spin:R:1
O 2.20 0.37 -3.00 -0.0023
C 1.23 0.81 -3.58 0.0047
C 0.74 2.14 -3.92 -0.0005
C 1.14 3.38 -3.37 -0.0024
H 1.55 3.44 -2.36 -0.0010
C 0.89 4.53 -4.12 0.0003
H 1.32 5.48 -3.83 0.0001
C 0.16 4.45 -5.31 0.0004
H 0.15 5.30 -6.01 -0.0001
C -0.53 3.28 -5.65 0.0035
H -1.19 3.24 -6.52 0.0002
C -0.27 2.13 -4.92 0.0021
H -0.86 1.23 -5.10 -0.0034
H 0.41 0.07 -3.79 0.0047
C -2.41 -1.86 -2.24 0.0721
C -2.72 -0.83 -1.15 0.5640
H -3.04 -1.58 -3.10 -0.0141
H -2.65 -2.92 -1.98 0.0062
H -1.36 -1.81 -2.59 0.0388
C -3.08 0.42 -1.61 0.2540
C -4.37 0.94 -2.21 -0.0019
H -2.29 1.06 -2.03 0.1441
H -4.10 1.33 -3.21 0.0163
H -4.79 1.78 -1.66 0.0183
H -5.16 0.18 -2.29 -0.0072
Ti -1.66 0.00 0.19 -0.1559
Cl -3.73 0.52 1.23 0.0392
C -1.54 0.19 3.14 -0.0017
O -1.20 -0.54 2.17 0.0028
N -1.14 -0.09 4.38 0.0022
C -0.37 -1.30 4.69 0.0000
C -1.85 0.59 5.44 -0.0004
H -2.14 1.11 3.05 0.0012
H 0.34 -1.53 3.89 -0.0001
H -1.03 -2.17 4.86 0.0001
H 0.17 -1.07 5.62 -0.0001
H -2.11 1.60 5.07 0.0000
H -1.20 0.67 6.32 0.0000
H -2.79 0.06 5.69 -0.0001
H 5.42 2.07 -1.63 0.0000
H 5.10 2.35 0.54 0.0000
C 4.42 1.66 -1.84 -0.0001
C 4.10 1.88 0.58 0.0000
N 3.92 1.07 -0.61 0.0000
H 4.41 0.91 -2.64 0.0001
C 3.34 -0.15 -0.54 0.0001
O 2.70 -0.58 0.42 -0.0003
H 4.00 1.29 1.49 0.0000
H 3.48 -0.77 -1.45 -0.0001
H 3.79 2.52 -2.15 0.0001
H 3.39 2.72 0.60 0.0000
H -0.21 -4.94 0.93 0.0003
H 1.96 -4.95 -0.61 -0.0002
C -0.67 -4.34 0.14 -0.0007
C 1.38 -4.34 -1.30 0.0011
N 0.38 -3.58 -0.56 -0.0030
H -1.44 -3.69 0.56 0.0001
C 0.42 -2.26 -0.59 0.0060
O -0.48 -1.54 -0.09 -0.0210
H 2.02 -3.62 -1.82 0.0001
H 1.29 -1.80 -1.09 0.0033
H -1.12 -5.04 -0.58 -0.0001
H 0.88 -4.99 -2.02 0.0001
C -1.93 3.35 -0.83 0.0284
C -0.89 3.10 0.18 -0.0131
C -0.10 4.14 0.72 0.0015
C 0.76 3.55 1.65 -0.0016
C 0.48 2.17 1.66 0.0012
C 1.21 1.25 2.54 0.0004
N -0.53 1.87 0.72 0.0159
H -2.23 4.41 -0.78 -0.0002
H -2.84 2.76 -0.68 -0.0078
H -1.52 3.19 -1.84 0.0047
H -0.14 5.18 0.40 0.0003
H 1.54 4.02 2.27 0.0001
H 2.15 1.74 2.85 0.0000
H 0.70 1.04 3.49 0.0004
H 1.47 0.32 2.02 0.0001
```